*a*
Entry from OMol25: a cluster of 2 separate species, C9H14N4O3S in total (wB97M-V/def2-TZVPD).

Positions of all 31 atoms, in Å:
1 C -0.457 -3.585 2.355
2 C 0.995 -3.892 1.854
3 H 1.180 -4.937 2.009
4 H 1.807 -3.332 2.306
5 O 1.317 -3.922 0.526
6 C 1.343 -2.846 -0.011
7 O 1.493 -1.885 0.694
8 C 1.342 -2.880 -1.689
9 H 1.790 -2.057 -2.152
10 H 1.629 -3.774 -1.965
11 S -0.642 -2.918 -2.178
12 C -0.792 -1.304 -1.622
13 N -1.839 -0.743 -0.883
14 N -1.874 0.509 -0.807
15 C -0.416 0.827 -1.128
16 N -0.009 -0.312 -1.497
17 N 0.045 2.106 -0.779
18 C -0.656 3.108 -0.329
19 O -1.770 3.199 -0.190
20 C 0.149 4.326 -0.327
21 C -0.387 5.528 0.229
22 H 0.009 6.287 0.288
23 H -1.447 5.770 -0.422
24 H -0.984 5.234 1.296
25 H 0.767 4.622 -1.600
26 H 1.130 4.214 0.243
27 H 1.079 2.138 -1.051
28 H -2.544 1.134 -0.504
29 H -1.203 -4.325 1.926
30 H -0.605 -2.553 2.130
31 H -0.449 -3.737 3.278

Output
HOMO-LUMO gap = 8.360 eV

***

*b*
Entry from OMol25: an isolated molecule of C9H14N4O3S (wB97M-V/def2-TZVPD).

Positions of all 31 atoms, in Å:
1 N 3.969 1.319 0.283
2 C 3.133 0.230 -0.238
3 C 3.791 -1.134 0.329
4 S 2.878 -2.735 -0.266
5 C 1.721 0.436 0.094
6 O 1.504 0.998 1.152
7 N 0.844 0.129 -0.864
8 C -0.530 0.381 -0.742
9 C -1.099 -0.410 0.296
10 C -2.546 -0.768 0.201
11 C -3.490 -0.670 1.216
12 N -4.647 -0.964 0.515
13 C -4.390 -1.211 -0.730
14 N -3.107 -1.153 -0.938
15 C -0.561 1.972 -0.502
16 O 0.270 2.731 -0.808
17 O -1.717 2.404 0.070
18 H 3.767 2.102 -0.314
19 H 3.590 1.668 1.137
20 H 3.250 0.083 -1.267
21 H 3.744 -0.938 1.435
22 H 4.753 -1.116 -0.139
23 H 1.590 -2.148 0.091
24 H 1.314 -0.542 -1.638
25 H -1.062 0.258 -1.810
26 H -0.677 -1.441 0.364
27 H -0.835 0.008 1.352
28 H -3.249 -0.416 2.219
29 H -5.634 -0.777 0.811
30 H -5.089 -1.711 -1.480
31 H -1.487 3.417 0.169

Output
HOMO-LUMO gap = 9.446 eV
SMILES = N[C@@H](CS)C(=O)N[C@@H](Cc1c[nH]cn1)C(=O)O

***

Energies relative to the minimum, kJ/mol: *a* 797.9; *b* 0.0

***

*a*
Entry from OMol25: a cluster of 2 separate species, C2H5N3S2 in total (wB97M-V/def2-TZVPD).

Positions of all 12 atoms, in Å:
1 C 0.628 0.438 0.165
2 C -1.969 0.417 -0.087
3 H 3.345 0.995 -0.420
4 H 1.210 -1.477 0.163
5 H -0.711 -1.031 0.335
6 H -2.344 1.483 -0.774
7 H -2.369 -1.453 0.413
8 N 1.554 -0.578 -0.210
9 N -0.631 -0.082 0.666
10 N -2.963 -0.388 -0.285
11 S 3.332 -0.282 -0.025
12 S 0.918 1.959 0.058

Output
HOMO-LUMO gap = 9.200 eV

***

*b*
Entry from OMol25: a structure of composition C2H5N3S2 (wB97M-V/def2-TZVPD).

Positions of all 12 atoms, in Å:
1 C 0.682 1.264 -0.427
2 C -0.163 0.783 0.782
3 N -0.067 -0.600 1.126
4 N -0.212 -1.626 0.434
5 N -0.616 -1.522 -0.753
6 S 0.517 0.681 -2.019
7 S 1.829 2.436 -0.223
8 H 0.030 1.372 1.683
9 H -1.146 0.806 0.319
10 H 0.410 -0.711 1.976
11 H -0.324 -0.431 -1.920
12 H -0.939 -2.452 -0.978

Output
HOMO-LUMO gap = 8.315 eV

***

Energies relative to the minimum, kJ/mol: *a* 143.1; *b* 0.0

***

*a*
Entry from OMol25: an isolated molecule of C2H5N3S2 (wB97M-V/def2-TZVPD).

Positions of all 12 atoms, in Å:
1 C -0.684 -0.578 -0.053
2 C 0.733 -0.797 -0.168
3 N -1.031 0.651 -0.231
4 N 1.516 0.210 -0.202
5 N -2.287 0.996 -0.008
6 S 1.153 1.715 -0.171
7 S 3.347 -0.413 -0.082
8 H -1.410 -1.331 0.183
9 H 1.102 -1.841 -0.063
10 H -2.953 0.290 0.150
11 H -2.550 1.929 -0.407
12 H 3.064 -0.831 1.053

Output
HOMO-LUMO gap = 7.015 eV

***

*b*
Entry from OMol25: an isolated molecule of C2H5N3S2 (wB97M-V/def2-TZVPD).

Positions of all 12 atoms, in Å:
1 N -1.313 -1.739 0.189
2 C -1.399 -0.462 -0.098
3 S -2.825 0.388 -0.268
4 N -0.223 0.346 -0.366
5 C 1.187 0.234 -0.203
6 N 1.776 1.577 0.103
7 S 1.801 -1.177 -0.334
8 H -0.414 -2.427 0.407
9 H -2.194 -2.217 0.179
10 H -0.525 1.242 0.028
11 H 2.734 1.704 0.328
12 H 1.394 2.529 0.035

Output
HOMO-LUMO gap = 8.773 eV
SMILES = NC(=S)NC(N)=S

***

Energies relative to the minimum, kJ/mol: *a* 345.1; *b* 0.0